Record 1
{"formula": "CHO5Yb", "method": "the ωB97M-V functional and the def2-TZVPD basis", "total_energy_ev": -42793.141, "orbital_gap_ha": [0.3631, 0.2582], "total_charge": 2, "spin_multiplicity": 2, "s_squared": 0.76, "symbols": ["O", "C", "O", "O", "O", "H", "Yb", "O"], "xyz": [[0.77, 1.09, -1.24], [0.69, 0.06, -0.45], [-0.75, 0.49, 0.48], [-0.52, -0.03, 1.77], [1.51, -0.71, -0.08], [1.58, 1.07, -1.77], [-2.32, -1.39, 1.74], [-0.95, -0.58, -0.44]], "lowdin_spin": [0.0004, 0.0047, 0.3091, 0.3928, 0.0348, 0.0001, 0.0156, 0.2425]}

---

Record 2
{"formula": "C28H63Cl2N7O8P2S3", "method": "the ωB97M-V functional and the def2-TZVPD basis", "total_energy_ev": -132993.174, "orbital_gap_ha": 0.3093, "symbols": ["H", "H", "C", "C", "H", "O", "H", "H", "H", "C", "H", "C", "H", "H", "C", "H", "C", "S", "O", "C", "H", "C", "C", "H", "H", "C", "N", "H", "C", "H", "C", "H", "H", "H", "H", "H", "C", "N", "H", "O", "H", "H", "C", "C", "C", "C", "C", "C", "C", "N", "H", "N", "H", "C", "N", "Cl", "H", "O", "H", "H", "H", "H", "H", "H", "C", "H", "H", "H", "H", "C", "C", "H", "S", "N", "H", "P", "H", "O", "H", "H", "H", "H", "H", "H", "H", "H", "O", "H", "H", "O", "C", "H", "H", "C", "H", "H", "H", "H", "C", "P", "O", "H", "H", "H", "N", "H", "H", "Cl", "H", "S", "C", "H", "H"], "xyz": [[-2.86, 2.48, 5.55], [-3.89, -1.43, 4.94], [-5.44, 1.26, 3.67], [-2.04, -4.42, -2.26], [-1.73, -4.64, -1.24], [-1.85, 0.45, 1.53], [-4.79, -4.66, -2.39], [4.24, -6.04, -1.94], [1.00, -1.97, -4.11], [3.64, 0.42, 0.61], [0.06, -3.60, -1.16], [0.72, 2.62, -2.36], [0.09, 2.00, -0.11], [-0.64, -4.69, -3.87], [2.55, -4.14, -0.28], [1.41, 1.80, -2.14], [-3.34, -1.79, 1.87], [-5.77, -2.69, -1.66], [0.77, -5.37, -2.03], [4.06, -4.53, 1.62], [0.89, 4.99, 1.32], [4.07, -3.00, -2.12], [1.64, -3.19, -2.59], [2.08, 7.87, -2.13], [2.11, -3.74, -3.40], [2.41, -1.69, -0.73], [1.00, 6.03, -1.92], [1.08, 3.15, 0.74], [-1.50, 2.85, 3.24], [-4.65, 3.44, 2.12], [4.63, -4.05, -2.74], [-5.95, 2.47, 1.39], [1.37, -1.71, -0.40], [-0.28, 2.22, -2.49], [3.26, -4.68, 2.35], [-1.05, 2.67, 2.26], [4.75, 0.84, 1.56], [0.72, 3.64, -1.31], [4.93, 1.91, 1.45], [2.24, -6.81, -0.64], [-2.88, 0.72, 5.47], [4.58, -5.95, -3.64], [1.61, 7.08, -2.74], [0.31, 3.07, -0.03], [4.07, -5.43, -2.83], [-4.44, -3.88, -1.70], [0.39, -3.96, -2.14], [2.69, -3.05, -1.42], [3.88, 5.98, 0.10], [-3.45, -0.83, 2.96], [0.59, -1.42, -2.61], [-2.21, 1.67, 3.70], [5.65, 0.27, 1.32], [-3.06, -1.43, 4.23], [-4.57, 1.35, 2.53], [4.92, -1.49, -2.21], [0.07, 7.33, -0.56], [-6.50, -2.88, -0.43], [3.87, 0.64, -0.43], [4.55, 5.52, -0.62], [2.02, -3.66, 0.53], [-2.16, 3.73, 3.16], [-6.47, 1.11, 3.33], [-2.20, -0.94, 4.68], [-0.80, -3.95, -3.08], [3.01, -5.47, -3.08], [4.67, -4.95, -0.31], [-1.35, 1.56, 5.59], [2.44, 5.01, 2.14], [3.86, -4.60, 0.31], [1.87, 5.47, 1.33], [5.04, -4.28, 2.01], [3.46, -1.39, 0.73], [1.30, -1.89, -3.15], [-3.20, -2.78, -3.09], [-2.98, 0.78, 2.46], [-0.62, 5.69, -0.61], [0.46, -5.55, 0.39], [3.80, 7.05, -0.14], [-0.92, 6.80, -1.93], [-2.77, -2.47, 4.09], [-4.33, 2.41, 0.72], [-5.21, 0.42, 4.32], [4.48, 0.59, 2.58], [4.34, 5.88, 1.08], [-4.00, -2.64, 2.04], [-5.15, -1.23, -1.62], [2.37, 6.67, -3.40], [-0.68, 3.10, 3.91], [3.13, 3.86, -1.90], [-4.89, 2.47, 1.65], [-2.80, -2.59, -1.39], [-2.49, -5.33, -2.65], [-2.34, 1.60, 5.13], [-0.62, 3.53, 0.33], [1.70, 6.53, 1.59], [1.03, 3.05, -3.32], [-4.81, -1.08, -0.72], [-3.10, -3.32, -2.15], [2.03, 4.77, -1.45], [-6.55, -2.82, -2.85], [-4.38, -4.30, -0.70], [0.86, 7.56, -3.38], [2.68, 0.87, 0.86], [2.58, 5.32, 0.08], [-5.42, 2.18, 4.27], [-2.31, -2.16, 1.76], [6.18, -3.90, -3.50], [2.58, -0.86, -1.40], [1.49, -5.59, -0.63], [-0.16, 6.48, -1.21], [-3.62, -1.33, 0.92], [-1.04, -2.97, -3.47]], "lowdin_charge": [0.0837, 0.0748, -0.1092, -0.1694, 0.1101, -0.2805, 0.1116, 0.0740, 0.0902, -0.5360, 0.1429, -0.1415, 0.0732, 0.1301, -0.2709, 0.0709, -0.1468, 0.5767, -0.1888, 0.0296, 0.0448, -0.6112, -0.2771, 0.0776, 0.1393, -0.4545, -0.3354, 0.0617, -0.1237, 0.0778, -0.7351, 0.0822, 0.0928, 0.0818, 0.0818, 0.0375, -0.1658, -0.3027, 0.0704, -0.2535, 0.0504, 0.0727, -0.1235, -0.1464, -0.0978, -0.2257, -0.3045, -0.3740, -0.1280, -0.3032, 0.0852, -0.3052, 0.0661, -0.1252, -0.3343, 0.7315, 0.0872, -0.2949, 0.0558, 0.0717, 0.1033, 0.0816, 0.0916, 0.0657, -0.1011, 0.0680, 0.1003, 0.0885, 0.0869, -0.1846, -0.1386, 0.0738, 0.8936, 0.0795, 0.1205, 0.6710, 0.0659, -0.2774, 0.0762, 0.0890, 0.0814, 0.0766, 0.0676, 0.0667, 0.0804, 0.0917, -0.1475, 0.0789, 0.0869, -0.2786, -0.1207, 0.1100, 0.1212, -0.1310, 0.0623, 0.0836, 0.0752, 0.0687, -0.2262, 0.6670, -0.2698, 0.1107, 0.0802, 0.0630, -0.3085, 0.0885, 0.0859, 0.6801, 0.0386, 0.6596, -0.1162, 0.0438, 0.1049]}

---

Record 3
{"formula": "C4H6N2O", "method": "the ωB97M-V functional and the def2-TZVPD basis", "total_energy_ev": -9268.745, "orbital_gap_ha": 0.3164, "relative_energy_ev": 4.756, "symbols": ["H", "H", "H", "C", "H", "O", "H", "C", "N", "N", "C", "H", "C"], "xyz": [[2.28, -0.93, -1.05], [-0.98, 2.82, 0.25], [-2.76, 0.66, -0.07], [-0.80, 1.72, 0.08], [-1.62, -1.78, 0.77], [-1.09, -1.79, 0.00], [1.74, -1.72, 0.30], [-1.69, 0.70, -0.09], [-0.96, -0.45, -0.29], [0.51, 1.39, -0.05], [0.73, 0.16, -0.17], [2.67, -0.14, 0.44], [1.97, -0.65, -0.14]], "lowdin_charge": [0.0284, 0.1070, 0.1063, -0.1941, 0.0778, 0.0071, 0.1287, -0.0939, -0.0954, 0.0445, -0.1587, 0.0609, -0.0187]}

---

Record 4
{"formula": "C21H23FNO9S2", "method": "the ωB97M-V functional and the def2-TZVPD basis", "total_energy_ev": -66452.656, "orbital_gap_ha": 0.2131, "total_charge": -1, "relative_energy_ev": 0.000, "symbols": ["C", "C", "S", "C", "O", "O", "H", "O", "C", "H", "F", "H", "O", "O", "H", "H", "C", "S", "H", "H", "C", "H", "H", "O", "C", "C", "H", "H", "H", "C", "O", "C", "C", "H", "O", "C", "C", "H", "H", "H", "C", "N", "C", "H", "C", "H", "H", "H", "H", "C", "H", "C", "C", "H", "O", "C", "C"], "xyz": [[-0.57, 1.37, -0.89], [-0.08, -4.21, -0.43], [-0.14, -3.11, 2.14], [-5.42, 1.45, -0.89], [0.27, 2.26, -1.45], [-1.03, 1.50, 0.23], [-4.76, -0.28, -1.96], [-2.77, -0.71, -2.96], [2.99, 3.46, 2.93], [0.49, 3.34, 0.28], [-0.15, -0.86, 0.66], [0.34, -0.45, -5.06], [0.92, -1.02, 4.43], [-1.06, 0.15, 3.46], [-0.27, 4.19, -1.07], [4.48, 2.28, 3.95], [-0.90, 0.32, -1.89], [0.32, -0.27, 3.36], [-0.07, -5.17, -2.35], [2.21, -4.72, 2.06], [0.89, 2.33, 2.50], [3.00, 0.28, 4.21], [-0.07, 2.28, 2.00], [-1.57, -3.11, 2.01], [2.25, -5.68, 0.10], [1.38, 1.19, 3.13], [3.64, 4.33, 2.81], [-4.57, 1.26, -2.87], [-5.20, 1.14, 0.14], [1.73, -4.83, 1.08], [-3.11, 0.89, -1.42], [-0.33, 0.12, -4.40], [-2.31, 0.08, -2.14], [-5.38, 2.55, -0.97], [1.29, -0.14, -2.68], [1.61, -5.80, -1.14], [0.57, -4.11, 0.80], [1.24, 4.41, 2.09], [3.15, -6.26, 0.31], [-1.35, -0.24, -4.55], [1.89, 3.98, -1.20], [0.57, -1.42, 1.88], [0.53, 3.50, -0.78], [2.30, 4.70, -0.50], [-4.50, 0.79, -1.88], [2.02, -6.47, -1.90], [1.82, 4.48, -2.17], [-6.45, 1.16, -1.11], [-0.27, 1.17, -4.70], [1.67, 3.49, 2.47], [-0.97, -3.62, -0.61], [3.47, 2.30, 3.55], [0.44, -5.07, -1.40], [2.59, 3.15, -1.28], [0.49, -3.54, 3.35], [2.65, 1.17, 3.69], [0.10, 0.03, -2.95]], "lowdin_charge": [-0.4693, -0.0367, 0.7059, -0.0885, -0.0116, 0.0506, 0.1159, -0.0033, -0.0712, 0.0600, -0.1112, 0.0684, -0.3097, -0.2666, 0.1289, 0.1021, -0.0417, 0.7358, 0.1095, 0.1145, -0.0471, 0.1129, 0.0961, -0.2706, -0.0788, -0.2446, 0.1047, 0.1266, 0.0829, -0.0605, -0.0159, -0.0274, -0.4984, 0.0682, -0.0010, -0.0773, -0.2610, 0.1110, 0.1025, 0.0534, -0.0694, -0.1359, -0.2190, 0.0626, -0.2268, 0.1028, 0.0704, 0.0660, 0.0834, -0.0760, 0.1262, -0.0776, -0.0616, 0.0888, -0.3075, -0.0592, -0.4249]}

---

Record 5
{"formula": "C14H17F3IrN2", "method": "the ωB97M-V functional and the def2-TZVPD basis", "total_energy_ev": -28741.181, "orbital_gap_ha": [0.1872, 0.1395], "total_charge": 2, "spin_multiplicity": 6, "s_squared": 8.79, "symbols": ["F", "H", "C", "C", "H", "F", "N", "N", "C", "H", "C", "H", "H", "C", "F", "C", "H", "C", "H", "C", "H", "H", "H", "H", "C", "H", "C", "H", "C", "H", "C", "Ir", "H", "H", "C", "C", "H"], "xyz": [[0.16, 0.67, 3.34], [-5.12, 2.31, 0.78], [0.83, 0.40, 2.18], [-5.09, 0.15, 0.93], [0.57, 2.76, -0.75], [1.64, -0.69, 2.47], [0.95, -1.59, 0.15], [1.32, 0.85, -0.67], [3.37, 1.64, -2.39], [-2.37, 1.10, 1.55], [2.39, 2.54, -1.96], [-6.02, 1.47, -0.47], [3.33, -4.54, -0.59], [2.92, -2.46, -0.91], [1.73, 1.46, 1.99], [2.27, -0.04, -1.07], [4.16, 1.93, -3.06], [0.69, -2.80, 0.68], [-5.88, 0.20, 1.68], [-5.11, 1.45, 0.13], [-5.29, -0.70, 0.28], [3.76, -2.23, -1.56], [-2.10, 1.67, -0.16], [1.30, -4.83, 0.87], [1.53, -3.87, 0.42], [3.97, -0.48, -2.24], [1.37, 2.13, -1.11], [-4.15, -0.03, 1.44], [2.67, -3.71, -0.39], [-4.27, 1.56, -0.55], [-1.63, 1.47, 0.82], [-0.25, 0.15, 0.51], [-0.20, -2.87, 1.31], [2.38, 3.57, -2.29], [2.06, -1.40, -0.60], [3.30, 0.33, -1.94], [-1.20, 2.42, 1.18]], "lowdin_spin": [0.0622, 0.0001, 0.1856, 0.0009, 0.0070, 0.0314, 0.0970, 0.2194, 0.0295, 0.0445, 0.1440, 0.0002, -0.0020, 0.1570, 0.0511, 0.1149, -0.0009, 0.1552, 0.0001, 0.0008, 0.0001, 0.0044, 0.0493, 0.0060, 0.1846, 0.0043, 0.1591, 0.0006, 0.0116, 0.0001, 0.3108, 2.6000, 0.0096, 0.0051, 0.1376, 0.1542, 0.0644]}

---

What did the first record say?
{"formula": "CHO5Yb", "method": "the ωB97M-V functional and the def2-TZVPD basis", "total_energy_ev": -42793.141, "orbital_gap_ha": [0.3631, 0.2582], "total_charge": 2, "spin_multiplicity": 2, "s_squared": 0.76, "symbols": ["O", "C", "O", "O", "O", "H", "Yb", "O"], "xyz": [[0.77, 1.09, -1.24], [0.69, 0.06, -0.45], [-0.75, 0.49, 0.48], [-0.52, -0.03, 1.77], [1.51, -0.71, -0.08], [1.58, 1.07, -1.77], [-2.32, -1.39, 1.74], [-0.95, -0.58, -0.44]], "lowdin_spin": [0.0004, 0.0047, 0.3091, 0.3928, 0.0348, 0.0001, 0.0156, 0.2425]}

---

Which formula does entry 5 have? C14H17F3IrN2